A cluster of 7 separate species, C35H35N7 in total. Source: OMol25; level of theory: wB97M-V/def2-TZVPD.

```
! wB97M-V def2-TZVPD RIJCOSX def2/J DEFGRID3
* xyz 0 1
C 4.034 17.182 -10.157
C 4.529 16.304 -11.100
C 5.730 16.647 -11.710
N 6.471 17.749 -11.413
C 5.997 18.644 -10.484
C 4.722 18.368 -9.946
H 3.035 17.022 -9.779
H 3.992 15.420 -11.411
H 6.078 16.055 -12.543
H 6.479 19.603 -10.366
H 4.196 19.112 -9.365
C 6.028 15.035 -4.669
C 6.392 14.476 -3.430
C 7.121 15.238 -2.502
N 7.494 16.495 -2.794
C 7.221 17.035 -3.982
C 6.491 16.309 -4.972
H 5.402 14.467 -5.341
H 5.960 13.516 -3.189
H 7.379 14.963 -1.490
H 7.627 18.024 -4.129
H 6.145 16.799 -5.870
C 4.021 18.677 -6.528
C 2.729 18.294 -6.879
C 1.858 17.747 -5.952
N 2.174 17.676 -4.689
C 3.373 18.181 -4.287
C 4.330 18.730 -5.171
H 4.720 19.037 -7.268
H 2.478 18.252 -7.928
H 0.951 17.279 -6.303
H 3.652 18.151 -3.245
H 5.300 19.092 -4.864
C -0.462 18.223 -8.372
C -1.211 17.125 -7.941
C -1.456 16.116 -8.838
N -0.859 16.060 -10.045
C -0.127 17.123 -10.447
C 0.034 18.290 -9.689
H -0.294 19.070 -7.724
H -1.535 17.129 -6.910
H -1.993 15.245 -8.493
H 0.536 16.945 -11.280
H 0.729 19.008 -10.099
C -0.036 16.805 -1.843
C 0.052 18.127 -1.486
C -0.812 18.619 -0.486
N -1.849 17.817 -0.001
C -1.991 16.574 -0.578
C -1.114 16.077 -1.501
H 0.680 16.430 -2.560
H 0.940 18.701 -1.705
H -0.568 19.589 -0.078
H -2.751 15.939 -0.148
H -1.361 15.120 -1.936
C 8.742 23.134 -7.539
C 7.994 22.795 -8.692
C 7.035 21.762 -8.499
N 6.805 21.068 -7.363
C 7.600 21.438 -6.316
C 8.471 22.509 -6.353
H 9.476 23.926 -7.527
H 8.184 23.311 -9.621
H 6.370 21.580 -9.330
H 7.513 20.900 -5.383
H 9.024 22.843 -5.487
C 1.960 22.971 -11.400
C 1.575 21.990 -10.492
C 2.579 21.371 -9.815
N 3.856 21.535 -10.154
C 4.226 22.346 -11.170
C 3.286 23.056 -11.867
H 1.284 23.566 -11.996
H 0.518 21.838 -10.328
H 2.377 20.673 -9.016
H 5.251 22.489 -11.478
H 3.569 23.713 -12.676
*
```

Summary:
frontier orbital gap	9.922	eV
F_max	3.71	eV/A
E_tot	-1737.8746	Ha
SMILES	c1ccncc1.c1ccncc1.c1ccncc1.c1ccncc1.c1ccncc1.c1ccncc1.c1ccncc1
energy above the lowest of the compared OMol25 structures with the same formula, charge and spin	222.63	kJ/mol

Atom charges from the Mulliken analysis, given in e for atoms 1 to 4: -0.67 -0.50 -0.23 -0.58